8
Properties=species:S:1:pos:R:3:mulliken_charge:R:1 method="wB97M-V/def2-TZVPD" relative_energy_kcal_mol=23.2 total_charge=+1 homo_energy_ev=-17.4 gap_ev=13.098 multiplicity=1
C 0.20889 -0.00795 -0.81802 0.44
N 0.69957 1.03366 -0.97296 -0.06
N -0.36723 -1.12482 -0.78383 -0.31
F -0.12705 0.57744 1.97300 -0.40
H 1.33655 1.73038 -0.63121 0.36
H -0.58553 0.98279 2.68034 0.41
H 0.07594 -1.95492 -1.17701 0.29
H -1.24114 -1.23657 -0.27031 0.29